The following is a quantum chemistry calculation of a structure of composition C22H34CoN3P3S at a distorted geometry, from the OMol25 dataset.

Last column: Löwdin charge in e.
Cartesian coordinates (Å):
Co  0.198  -0.015  0.178  0.0129
C  -2.335  -2.325  -1.282  -0.2295
P  -0.586  -1.899  -0.977  0.8396
C  0.089  -3.501  -0.412  -0.2081
C  0.186  -1.659  -2.617  -0.3786
C  -0.325  -2.313  -3.734  -0.0597
C  0.300  -2.177  -4.964  -0.0204
C  1.435  -1.392  -5.091  -0.0214
C  1.957  -0.742  -3.983  -0.0611
C  1.336  -0.866  -2.744  -0.3768
P  2.022  -0.034  -1.272  0.8259
C  3.393  -1.109  -0.723  -0.2237
C  2.920  1.450  -1.842  -0.2266
H  -2.822  -1.555  -1.877  0.0570
H  -2.844  -2.422  -0.323  0.0549
H  -2.404  -3.287  -1.792  0.0626
H  -0.060  -4.239  -1.203  0.0738
H  -0.455  -3.816  0.480  0.0629
H  1.151  -3.445  -0.178  0.0393
H  -1.205  -2.932  -3.650  0.1085
H  -0.101  -2.687  -5.825  0.1284
H  1.914  -1.282  -6.052  0.1293
H  2.855  -0.156  -4.097  0.1100
H  3.947  -1.444  -1.600  0.0735
H  3.032  -1.979  -0.181  0.0265
H  4.052  -0.531  -0.076  0.0622
H  3.754  1.137  -2.470  0.0613
H  3.330  1.980  -0.979  0.0568
H  2.270  2.119  -2.401  0.0531
S  1.362  -0.655  2.052  0.8103
C  0.777  -0.363  3.642  -0.6255
C  1.723  -0.240  4.676  -0.0652
C  1.298  -0.039  5.970  -0.0136
C  -0.064  0.015  6.258  0.0162
C  -1.006  -0.126  5.234  -0.0333
C  -0.597  -0.299  3.930  -0.1098
H  2.774  -0.302  4.440  0.1198
H  2.022  0.064  6.765  0.1330
H  -0.394  0.156  7.276  0.1348
H  -2.057  -0.120  5.477  0.1241
H  -1.310  -0.436  3.127  0.0976
C  -3.195  4.212  0.272  -0.0861
N  -2.589  3.856  1.637  -0.0591
C  -1.404  4.788  1.880  -0.0884
N  -0.494  4.716  0.800  -0.1485
C  -1.121  5.066  -0.464  -0.1228
N  -2.207  4.142  -0.731  -0.1492
C  -1.757  2.812  -1.052  -0.2705
P  -0.848  2.024  0.385  0.9885
C  -2.162  2.438  1.674  -0.2230
C  0.267  3.498  0.746  -0.2667
H  -3.583  5.233  0.341  0.1631
H  -4.020  3.526  0.065  0.1579
H  -3.293  4.021  2.366  0.2007
H  -0.911  4.489  2.810  0.1562
H  -1.790  5.806  1.984  0.1638
H  -0.393  5.028  -1.274  0.1511
H  -1.515  6.082  -0.410  0.1561
H  -1.078  2.865  -1.907  0.1108
H  -2.609  2.193  -1.342  0.1115
H  -1.777  2.206  2.674  0.1002
H  -3.033  1.799  1.492  0.1168
H  1.012  3.575  -0.051  0.1036
H  0.799  3.351  1.693  0.1127

Properties
Gap between HOMO and LUMO (alpha / beta) (eV): 8.996 / 5.843
Energy (a.u.): -3827.06033
Total charge: +3
2S+1: 5
ΔE to the lowest compared entry with this formula, charge and spin (kJ/mol): 0.0
Molar mass (g mol⁻¹): 524.46